(1)
Density functional theory data (ωB97M-V/def2-TZVPD) for C6H6 in the gas phase at a distorted geometry.

LUMO energy: -0.6 eV
structure (SMILES): C=C1C=CC=C1
frontier orbital gap: 7.566 eV
charge: 0

Geometry as XYZ:
```
12
Properties=species:S:1:pos:R:3:forces:R:3:mulliken_charge:R:1
C -1.23111 -1.43813 1.03656 1.10 -1.05 0.92 -0.7008
C -0.35300 -0.74877 0.21875 -2.10 3.62 1.58 0.7453
C -0.56819 0.72607 0.33142 -0.12 3.36 2.81 -0.1725
C 0.30439 1.60596 -0.33013 -2.75 -3.13 2.47 -0.7736
C 1.15896 0.64573 -0.85963 3.88 -1.91 -3.18 0.0178
C 0.79241 -0.68364 -0.67521 -0.82 -0.63 -0.14 -0.8442
H -1.27375 -2.51712 1.04152 0.42 -0.48 -0.54 0.2932
H -1.79668 -1.21118 2.05299 0.98 1.09 -2.79 0.2170
H -0.99168 1.11758 1.27200 -0.74 -0.24 -0.68 0.2183
H 0.40084 2.64054 -0.08062 0.14 0.29 -0.33 0.3645
H 2.12449 0.92608 -1.41938 -1.59 -0.64 0.68 0.3040
H 0.91604 -1.59912 -1.19708 1.58 -0.26 -0.79 0.3309
```
Positions in Å, forces in eV/Å.

=====

(2)
Density functional theory data (ωB97M-V/def2-TZVPD) for C2H6N2O in the gas phase at a distorted geometry.

LUMO energy: 0.6 eV
structure (SMILES): [H]/N=C/NOC
frontier orbital gap: 10.261 eV
charge: 0

Geometry as XYZ:
```
11
Properties=species:S:1:pos:R:3:forces:R:3:mulliken_charge:R:1
C -1.68748 -0.57057 0.13258 -1.42 -2.09 -4.77 -0.4838
C 1.42283 0.32693 -0.16719 1.47 -0.82 1.92 0.0562
H -2.18392 -0.02454 0.84171 -0.58 2.05 2.01 0.2950
H -1.08778 -1.38472 0.58868 -0.65 0.21 -0.61 0.2295
H -2.58035 -0.79295 -0.62536 1.55 -0.99 1.96 0.2143
H -0.24803 1.88495 -0.11623 2.57 -3.61 0.42 0.3218
H 2.05890 0.91641 0.44230 -0.08 2.05 0.28 0.2653
H 3.07123 -0.48740 0.14231 -3.22 -1.90 -2.29 0.2595
N 0.12434 0.79357 -0.00408 -3.01 1.88 -3.06 -0.3121
N 2.05955 -0.81084 -0.37264 1.24 2.52 1.17 -0.5833
O -0.94928 0.14916 -0.86208 2.14 0.72 2.96 -0.2624
```
Positions in Å, forces in eV/Å.

=====

(3)
Density functional theory data (ωB97M-V/def2-TZVPD) for C2FN3O in the gas phase at a distorted geometry.

LUMO energy: -2.4 eV
structure (SMILES): O=C1N=NN=C1F
frontier orbital gap: 8.005 eV
charge: 0

Geometry as XYZ:
```
7
Properties=species:S:1:pos:R:3:forces:R:3:mulliken_charge:R:1
C -0.50558 -0.84989 -0.23597 1.88 2.97 0.06 0.3230
C -0.09458 0.92006 -0.41255 -3.83 -2.08 -1.67 0.6153
N 0.28534 -1.07689 0.72312 -1.83 -3.94 0.42 -0.1545
N 1.00483 0.90645 0.34035 2.81 1.40 0.80 -0.1601
N 1.29584 -0.22299 0.80727 0.31 1.89 -0.19 -0.0859
O -0.82336 1.70164 -0.91795 1.04 -0.18 0.53 -0.3602
F -1.53946 -1.55122 -0.52338 -0.38 -0.07 0.06 -0.1775
```
Positions in Å, forces in eV/Å.

=====

(4)
Density functional theory data (ωB97M-V/def2-TZVPD) for a gas-phase ion, HN2O4S (charge -1) at a distorted geometry.

LUMO energy: 4.0 eV
frontier orbital gap: 9.063 eV
charge: -1

Geometry as XYZ:
```
8
Properties=species:S:1:pos:R:3:forces:R:3:mulliken_charge:R:1
N 1.42991 0.52602 0.55035 1.29 1.84 2.78 -0.7564
N 1.01964 -0.44377 -0.08706 0.90 -2.03 -1.15 1.1790
O -1.82112 1.04689 0.91902 -0.50 -0.66 0.60 -0.4901
O 1.70134 -1.49381 -0.32529 -1.00 0.71 0.45 -0.6852
O -0.15913 -0.36631 -0.66291 0.89 -1.29 -0.45 -0.5577
O -2.68632 -0.27968 -1.05199 0.47 0.25 1.11 -0.4942
S -1.78544 0.72453 -0.48521 -0.43 1.28 -1.43 0.5788
H 2.30113 0.28613 1.14309 -1.63 -0.10 -1.89 0.2258
```
Positions in Å, forces in eV/Å.